C11H26AuN4O6S | wB97M-V/def2-TZVPD

Results
Calculated total energy   -1638.3609 Eh
HOMO-LUMO gap (spin up / spin down)   0.21336 / 0.25033 hartree
Expectation value of S²   2.01
Charge   +1
Energy above the lowest of the compared OMol25 structures with the same formula, charge and spin   434.4 kJ/mol
Max |F|   6.50 eV Å⁻¹
HOMO (spin up / spin down)   -10.79 / -11.90 eV
Multiplicity   3

Atoms and positions in Å:
O: 2.90 -1.74 -3.94
H: 3.00 -1.46 -4.85
Au: 0.35 0.43 0.03
N: 1.04 0.46 1.86
N: 1.12 -1.36 0.07
N: -0.79 2.03 0.24
N: -0.55 0.35 -1.71
O: 1.07 1.53 2.76
O: -0.88 2.93 1.32
O: -0.45 -0.63 -2.72
O: 0.81 -2.41 -0.80
C: 1.65 -1.74 1.34
C: 1.62 -0.77 2.28
C: -1.58 2.25 -0.75
C: -1.47 1.22 -1.88
C: 2.12 -0.87 3.72
H: 1.31 -0.64 4.41
H: 2.92 -0.14 3.89
H: 2.51 -1.85 3.98
C: 2.20 -3.16 1.49
H: 2.93 -3.35 0.71
H: 1.39 -3.88 1.38
H: 2.67 -3.34 2.45
C: -2.58 3.40 -0.87
C: -2.43 1.32 -3.07
H: -2.31 4.25 -0.26
H: -3.57 3.07 -0.55
H: -2.66 3.77 -1.89
H: -2.56 0.36 -3.57
H: -2.06 2.02 -3.81
H: -3.43 1.63 -2.77
H: -0.24 2.58 1.95
H: 0.41 -1.05 -2.51
C: 3.02 -0.63 -3.13
H: 3.27 -0.85 -2.10
H: 2.27 0.13 -3.31
H: 3.93 -0.13 -3.47
O: 2.01 2.08 -0.11
H: 1.04 2.26 -0.28
H: 2.03 1.49 0.70
C: -2.68 -2.25 1.02
S: -1.47 -0.93 0.68
C: -2.17 0.16 1.99
H: -2.51 -3.06 0.27
H: -3.71 -1.89 0.84
H: -2.52 -2.69 2.03
H: -2.73 -0.42 2.75
H: -1.37 0.60 2.60
H: -2.85 0.92 1.56